1.
Density functional theory data (ωB97M-V/def2-TZVPD) for a molecular structure, C23H37AuN4OS.

```
67
Properties=species:S:1:pos:R:3:forces:R:3
Au -0.25261 0.52531 -0.05767 -0.2926 0.3073 0.2392
C -0.25822 -1.44062 4.84603 -0.0161 -0.0178 0.0388
C -1.49209 -1.43841 3.92903 0.0354 -0.0273 -0.0404
C -2.15761 -2.82306 3.89796 0.0023 0.0023 0.0020
C -2.49582 -0.35241 4.34702 -0.0312 -0.0169 0.0608
C -1.03816 -1.11282 2.57003 0.0154 -0.0012 -0.0055
N -0.68366 -0.84702 1.51072 0.1445 -0.0079 -0.0133
H -0.57573 -1.76328 5.83722 0.0016 0.0314 0.0040
H 0.17814 -0.44630 4.93192 0.0033 0.0002 -0.0246
H 0.50454 -2.13504 4.49414 -0.0108 -0.0115 -0.0009
H -2.45723 -3.07557 4.91451 -0.0160 0.0023 -0.0087
H -1.46815 -3.59257 3.55015 0.0080 0.0007 0.0075
H -3.04766 -2.82633 3.26937 0.0087 0.0039 -0.0144
H -2.83291 -0.57754 5.35869 -0.0009 0.0104 -0.0032
H -3.36720 -0.34046 3.69282 0.0043 -0.0033 -0.0057
H -2.03783 0.63608 4.35131 0.0081 -0.0035 -0.0026
C 0.97228 7.15840 -0.53591 0.0050 0.0352 -0.0097
C 0.91398 5.80175 0.07771 -0.0578 -0.0911 -0.1135
C 1.34765 5.52745 1.37239 0.0372 0.0574 0.0509
C 1.24333 4.23138 1.83118 -0.0510 -0.0878 -0.0468
N 0.72029 3.24537 1.08803 0.0771 0.0259 0.0932
C 0.35560 3.61989 -0.12788 -0.1525 -0.2176 -0.2532
S -0.41473 2.43364 -1.23083 0.3490 -0.3189 0.1283
N 0.43077 4.80824 -0.68501 0.0593 0.1525 0.1322
H 1.30794 7.91283 0.17111 0.0035 -0.0170 0.0130
H -0.01203 7.43080 -0.91622 0.0017 -0.0021 0.0030
H 1.65171 7.14241 -1.38915 -0.0021 -0.0022 0.0004
H 1.75534 6.30433 2.00301 -0.0050 0.0100 -0.0168
H 1.57352 3.96479 2.82805 -0.0142 -0.0218 -0.0050
C 2.08334 -4.19025 -1.84574 -0.1007 0.0637 0.0322
N 0.87389 -3.40787 -1.43917 0.0670 0.0356 -0.0455
C 0.69767 -3.43632 0.03797 0.0272 0.0297 -0.0898
C 0.81578 -1.99584 -2.02734 -0.0588 -0.1428 0.0265
C 1.87061 -1.05471 -1.51303 -0.0322 0.0810 -0.0439
C 3.17548 -1.19183 -1.99901 0.0113 -0.0311 0.0532
C 4.20562 -0.36688 -1.58235 -0.0134 -0.0225 -0.0237
C 3.94628 0.64285 -0.67325 0.0669 0.0261 0.0344
C 2.65057 0.85425 -0.21699 -0.0436 -0.0568 0.1437
C 1.64438 0.01040 -0.63401 -0.0769 0.0029 -0.3131
H 1.96493 -5.20851 -1.48486 0.0087 -0.0129 -0.0218
H 2.95739 -3.73404 -1.39253 0.0184 -0.0299 0.0047
H 2.15919 -4.18118 -2.92992 0.0402 -0.0131 0.0000
H 0.06997 -3.88484 -1.84908 -0.0052 -0.0052 0.0128
H 1.51959 -2.88387 0.48740 -0.0155 -0.0047 0.0306
H 0.70807 -4.47256 0.36602 0.0063 0.0140 0.0390
H -0.25012 -2.96798 0.27825 -0.0340 0.0215 0.0530
H -0.20012 -1.63747 -1.84847 0.0304 0.0306 0.0402
H 0.92983 -2.15578 -3.09918 0.0213 0.0549 0.0043
H 3.37914 -1.95148 -2.74360 0.0079 0.0090 -0.0080
H 5.20032 -0.50125 -1.98433 -0.0017 0.0051 0.0019
H 4.74029 1.30045 -0.34538 -0.0141 0.0039 0.0129
H 2.43187 1.67064 0.45714 -0.0136 0.0707 -0.0124
C -0.61217 0.31832 -4.10909 0.0237 0.0180 -0.0995
C -1.94799 -0.24889 -3.69409 -0.0856 -0.0145 0.0098
O -2.06931 -0.35887 -2.26465 0.0583 0.0789 -0.2548
C -3.44814 -0.39353 -1.89245 0.0739 -0.0534 0.0953
C -3.54959 -0.57418 -0.39923 -0.1011 -0.0173 0.0563
H -0.59180 0.40858 -5.19593 -0.0087 -0.0131 0.0064
H 0.22578 -0.31742 -3.82812 0.0085 0.0348 0.0218
H -0.44313 1.31080 -3.69703 -0.0380 -0.0049 0.0109
H -2.11202 -1.23900 -4.13555 -0.0002 0.0013 0.0009
H -2.74916 0.39835 -4.06161 0.0293 0.0296 -0.0001
H -3.94740 -1.21596 -2.41599 0.0015 -0.0090 0.0167
H -3.92558 0.53858 -2.20895 -0.0115 0.0063 0.0270
H -3.06402 -1.49929 -0.08134 0.0205 0.0144 -0.0022
H -4.59672 -0.62718 -0.09999 0.0071 0.0086 0.0028
H -3.10616 0.27254 0.13577 0.0121 -0.0010 -0.0313
```
Positions in Å, forces in eV/Å.

2S+1   1
Kohn-Sham gap (spin up / spin down)   6.6501 / 6.6515 eV
LUMO level (spin up / spin down)   -7.44 / -7.44 eV
E_HOMO (spin up / spin down)   -14.0904 / -14.0911 eV
Charge   +2


2.
Density functional theory data (ωB97M-V/def2-TZVPD) for a single C23H37Br2ClF9N2O6PS molecule at a distorted geometry.

```
82
Properties=species:S:1:pos:R:3:forces:R:3
C -5.12722 1.76054 -0.99819 -0.0261 -0.2768 0.3207
C -3.96353 0.92275 -0.43219 -0.8824 -0.5067 -0.2927
N -2.91107 0.59439 -1.39434 0.1962 0.4438 0.7638
C -1.70553 1.33120 -1.39248 -1.1369 -0.0367 -0.8056
O -1.06489 1.44520 -0.18918 0.1590 0.0393 -0.0079
C 0.12289 0.73056 0.15281 -0.0672 -0.6282 1.0513
C -0.21489 -0.42095 1.14364 -0.5591 0.1101 -0.0053
C -1.68403 -0.79579 1.30131 0.4949 -0.7290 0.8299
C -1.76078 -1.93686 2.33536 -0.1823 0.2710 -0.7205
C -1.31833 -3.30153 1.79139 -0.0606 -0.2048 0.9246
C -0.58561 -4.08616 2.88917 -0.1089 0.7006 -0.1908
C 0.83597 -3.56526 3.09639 -0.1079 -0.5785 0.6705
C 1.22812 -3.45160 4.56209 0.4193 -0.1705 0.0736
C 2.62537 -2.84021 4.72554 -0.4072 -0.3373 0.0697
O 2.69361 -1.93529 5.80368 0.3225 0.1378 -0.1346
C 2.91968 -0.58554 5.45097 -0.0747 -0.0348 0.5434
C 0.90207 1.79976 0.95824 0.0234 0.7619 -0.5552
F 1.46562 2.71481 0.13363 -0.0867 -0.0965 0.1704
F 1.90315 1.25107 1.67263 -0.0497 -0.2275 0.0531
C 0.01826 2.65392 1.95325 0.7143 0.6422 0.3586
F 0.81998 3.01576 2.98902 -0.5654 -0.1195 -0.5282
F -1.02614 2.00247 2.47146 0.1600 0.2166 -0.2075
F -0.39286 3.78467 1.35511 -0.0552 -0.7876 0.4225
C 0.94225 0.18574 -1.04342 0.5880 0.4240 0.0316
Cl 0.11381 -1.32228 -1.62978 -0.2012 -0.1295 -0.1824
O 0.94941 1.18741 -1.99444 -0.2857 -0.3351 0.0145
C 1.48238 0.98569 -3.28601 0.6153 1.2278 -1.1336
C 0.60496 0.34257 -4.30542 0.1271 -1.4481 -0.1566
Br -0.96612 1.27184 -4.86081 0.2070 -0.1633 0.0487
C 0.84416 -0.83803 -4.90488 -0.1126 0.8192 -0.0022
C 0.00109 -1.47851 -5.96035 0.5969 -0.2847 0.0135
Br 2.39535 -1.87054 -4.49148 -0.0409 0.1141 0.1757
P 1.80928 2.77250 -3.89318 -0.8785 0.5791 -0.5182
N 2.57399 2.48454 -5.38794 0.3384 -0.5123 0.7128
O 3.06827 3.19246 -2.94347 0.1855 -0.5452 -0.1939
C 2.40444 -0.26696 -0.78567 0.2901 -0.7730 -0.1405
C 2.74204 -1.27940 0.28994 -0.2369 -0.1844 -0.0247
F 3.23329 0.82544 -0.68555 -0.1107 0.3854 0.2244
S -1.93583 3.10124 -2.06085 0.8689 0.1617 -1.2699
O -2.83841 3.02607 -3.18054 -0.7844 -0.2635 0.5788
O -0.65293 3.67427 -2.35294 0.1125 0.0515 0.8290
C -2.72177 4.27083 -0.81168 -0.1540 0.9359 0.0355
F -3.04450 3.69223 0.35133 0.1359 0.1774 -0.3909
F -1.85117 5.27117 -0.58303 -0.7789 -0.6796 -0.0244
F -3.83560 4.78206 -1.37290 0.6752 -0.2451 0.5342
H -6.05573 1.21813 -0.85878 -0.1915 -0.1322 -0.0117
H -5.25731 2.69135 -0.46435 0.1082 0.3786 -0.1248
H -5.02543 1.93360 -2.06218 0.1149 0.2675 -0.1754
H -3.57436 1.34546 0.48168 0.4227 0.1998 -0.0135
H -4.40810 -0.02325 -0.13602 0.1210 -0.2697 0.1703
H -3.28443 0.56839 -2.33169 0.0764 -0.1596 -0.1925
H -1.13258 0.93312 -2.22527 0.2422 0.3380 0.1702
H 0.12088 -0.16394 2.14143 0.2304 0.1498 0.1527
H 0.30165 -1.32895 0.87916 0.3278 -0.0363 -0.1682
H -2.12352 -1.17904 0.38878 -0.1524 0.3808 -0.3619
H -2.23268 0.03250 1.72234 -0.2947 0.3194 -0.3229
H -1.18597 -1.66323 3.21643 0.1665 0.0485 0.2015
H -2.79944 -1.99963 2.64493 -0.1598 -0.1410 0.2524
H -2.20604 -3.87070 1.53717 -0.1207 -0.0302 -0.4859
H -0.67762 -3.19275 0.92102 0.0125 -0.0753 -0.2904
H -1.13908 -3.90204 3.80726 -0.1929 -0.2232 0.2217
H -0.61894 -5.15205 2.69535 0.1545 -0.2205 -0.0197
H 1.53346 -4.26387 2.64002 0.2397 0.1871 -0.4351
H 0.95797 -2.57443 2.67064 0.0109 0.1295 -0.3834
H 1.24834 -4.43713 5.01974 -0.2431 -0.2167 0.0948
H 0.50409 -2.86995 5.12523 -0.1039 0.2734 0.0094
H 2.91064 -2.38256 3.77741 0.1539 0.3238 -0.0223
H 3.33979 -3.63604 4.92256 0.2117 -0.1126 -0.0096
H 1.98470 -0.02937 5.47684 -0.1758 0.1516 -0.2938
H 3.41998 -0.48160 4.49336 -0.0448 -0.0097 -0.2874
H 3.56763 -0.14420 6.20163 0.1282 0.0354 0.1729
H 2.44974 0.49979 -3.35193 0.1550 -0.2583 0.6016
H 0.57622 -2.25154 -6.45420 0.0437 -0.1721 -0.0873
H -0.85685 -1.96030 -5.50378 -0.3576 0.0952 -0.0166
H -0.28486 -0.76714 -6.72067 -0.3725 0.2474 -0.0447
H 3.25084 1.72620 -5.37129 0.0741 0.0378 -0.2639
H 1.87884 2.31072 -6.09817 -0.0141 0.1012 -0.2385
H 2.72857 3.89576 -2.38962 0.1476 0.2740 0.3729
H 2.69121 -0.76048 -1.71098 -0.0988 0.0084 -0.3162
H 3.82026 -1.37071 0.32340 0.2503 0.1081 0.0114
H 2.37229 -1.06728 1.28049 0.0186 0.2684 0.2179
H 2.36516 -2.25332 -0.00476 -0.1646 -0.1677 -0.0496
```
Positions in Å, forces in eV/Å.

2S+1   1
SMILES   CCN[C@H](O[C@](CCCCCCCCOC)(C(F)(F)C(F)(F)F)[C@@](Cl)(O[C@@H](/C(Br)=C(/C)Br)P(N)O)[C@H](C)F)S(=O)(=O)C(F)(F)F
Kohn-Sham gap   8.6011 eV
LUMO level   0.25 eV
E_HOMO   -8.3507 eV


3.
Density functional theory data (ωB97M-V/def2-TZVPD) for a molecular structure, C23H37Cl2F5NaO27P2S at a distorted geometry.

```
98
Properties=species:S:1:pos:R:3:forces:R:3
Na -0.01376 0.14192 0.04433 -0.5005 -0.1837 -0.0725
S 0.39743 2.51950 -1.41381 -0.7453 2.1178 -0.9670
O -0.59656 2.38116 -0.25296 1.1724 0.1676 -1.4929
O -0.28758 2.97405 -2.68382 0.4180 -0.8367 1.7736
O 1.50331 3.45979 -1.09523 -0.9260 -0.0859 0.4208
O 1.02118 1.19658 -1.62848 -0.0766 -1.3386 -0.1549
C 1.20861 0.81319 -4.86418 -1.0398 -0.1182 0.9599
C -0.30657 1.12966 -5.16048 1.6106 -0.3394 -1.7976
O -0.79060 -0.10744 -5.67907 0.1850 0.7754 -0.0876
C 0.21237 -1.00083 -5.84438 0.2552 0.1776 0.8075
O 0.07369 -2.07555 -6.31398 -0.3038 -0.8668 -0.5968
O 1.36977 -0.58394 -5.30671 -0.4690 1.5252 0.1060
F -0.46201 2.14780 -6.11002 0.2838 -0.9878 0.2360
H 1.29008 0.89682 -3.74465 0.4512 -0.2318 -1.0466
H 1.94258 1.41420 -5.41956 -0.5541 -0.0187 0.2829
H -0.90159 1.44029 -4.35396 -0.4464 0.2145 1.3035
C 4.08236 2.11755 -0.35393 -0.3101 0.0168 -0.7501
C 3.72095 0.64874 -0.42291 0.6221 -1.4165 -2.2304
O 3.88137 0.12155 0.87563 -1.0510 0.9925 -0.1747
C 4.14426 1.16052 1.70469 1.0799 0.6480 -0.5360
O 4.28552 1.05919 2.87245 -0.2529 -0.2724 1.0196
O 4.35438 2.30776 1.01901 -0.1635 -0.2802 1.0263
F 4.69462 -0.01845 -1.17849 0.2792 -0.0583 -0.0839
H 3.21972 2.69850 -0.66434 -0.1875 0.3217 0.0808
H 4.95678 2.41166 -0.96936 -0.3787 -0.5644 0.4310
H 2.78358 0.36931 -0.97767 0.5108 0.5494 1.2846
C 2.59257 -1.39385 5.36847 0.1280 0.5561 0.0138
C 2.60778 -2.01884 3.99316 -0.8146 0.1086 -1.3510
O 1.28121 -2.52577 3.85219 0.1822 -0.2890 0.0767
C 0.48314 -2.13224 4.87390 -0.1515 0.2902 0.3173
O -0.65874 -2.46602 5.01736 0.9736 0.3986 -0.1809
O 1.16510 -1.27283 5.68736 1.0188 -0.9300 -0.2178
F 3.48490 -3.08677 3.87596 -0.4821 0.6972 0.3661
H 3.07288 -0.39831 5.40503 -0.4974 -0.5084 -0.0791
H 3.15755 -2.09149 6.00249 -0.6166 0.2078 0.4031
H 2.77345 -1.33444 3.14075 0.2245 -0.3726 0.4658
C 0.78034 4.23099 1.72590 0.6851 1.7751 0.6655
C 2.07214 4.52021 2.45856 0.0339 1.2768 0.5680
O 1.85795 4.08158 3.77488 -0.5833 0.1640 -0.8225
C 0.49191 3.81850 3.94183 0.4645 0.0183 0.3571
O 0.05486 3.39260 4.97181 0.1186 0.4620 -0.8825
O -0.19284 4.09469 2.81594 0.8617 0.2896 -0.1015
F 2.39047 5.97935 2.46276 -0.9717 -2.1461 0.2851
H 0.75181 3.33274 1.15213 0.1202 -0.3870 -0.3936
H 0.73368 5.13439 1.08327 -1.2727 -0.6646 0.2788
H 2.95318 4.14208 1.98600 0.4923 -0.5909 0.1602
C -3.33728 3.46024 -2.88496 -0.0467 1.1591 0.3974
C -3.39999 3.59991 -1.36403 0.6157 0.6731 0.1374
O -4.02443 2.42210 -0.97126 -0.5242 -0.2842 0.0367
C -4.75955 1.94523 -2.01042 -0.8901 -1.0068 0.5594
O -5.59997 1.08151 -1.89909 1.0710 0.9772 -0.3006
O -4.40854 2.56356 -3.13215 -0.4711 -0.6954 -0.6697
F -4.22039 4.67020 -0.95391 0.6599 -0.5996 -0.2999
H -2.35578 3.05030 -3.09584 0.0790 -0.2882 -0.3681
H -3.53162 4.36991 -3.49011 0.2284 -0.4334 0.7201
H -2.40855 3.61963 -0.87453 -0.5780 0.3977 -0.1547
C 2.12625 -2.86875 -3.10032 -0.5056 0.1180 -0.0238
O 1.59467 -2.06760 -1.99431 0.8353 -0.2926 -0.7430
P 1.26863 -2.87198 -0.68314 0.7992 1.7719 -1.3888
O 0.92182 -1.92376 0.36470 -0.8130 0.2791 0.9793
O 0.28710 -3.91700 -1.26606 -0.3421 -0.8836 0.5628
C 0.02734 -5.06023 -0.45287 -0.1217 -0.6227 1.1261
O 2.53035 -3.70942 -0.35209 -1.1442 -1.3501 -0.3824
C 3.65499 -3.14843 0.22371 2.5245 0.4447 0.1954
H 2.99465 -3.49689 -2.81075 -0.3074 0.8439 -0.1529
H 2.24713 -2.19734 -3.94616 0.6593 0.0867 0.3191
H 1.34155 -3.53110 -3.42176 -0.3528 -0.4849 -0.0332
H -0.16655 -4.77738 0.59426 0.1223 0.1506 -0.3121
H 0.86577 -5.80372 -0.41638 -0.7349 0.7003 -0.5836
H -0.91129 -5.43273 -0.82310 -0.0925 -0.6354 -0.1776
H 4.49594 -3.54509 -0.42175 -0.5219 0.9242 0.8885
H 3.76222 -3.57925 1.21657 0.1458 0.1255 0.1604
H 3.66268 -2.02529 0.31639 -0.1317 -1.3125 -0.3844
C -5.48462 -1.17947 0.40298 -0.1528 0.6191 0.3653
O -4.37562 -1.96737 0.79761 -0.1227 -1.0760 1.0460
P -3.00323 -2.00629 0.10706 0.2431 -0.8460 -2.1047
O -2.31545 -0.73550 0.03578 1.4106 1.8783 0.4182
O -2.21029 -3.16016 0.83369 -1.3690 0.4643 -2.3376
C -1.89776 -2.99466 2.18207 2.7740 -1.6812 0.4009
O -3.25599 -2.54085 -1.37031 -0.0265 -0.6459 0.3339
C -2.69547 -1.87793 -2.54772 -3.0895 0.2067 0.4098
H -5.26054 -0.12180 0.52637 0.3267 0.0553 -0.7980
H -6.21201 -1.32102 1.19044 -0.5617 -0.5746 -0.2254
H -5.78741 -1.49739 -0.59892 -0.2386 0.4331 0.2917
H -0.76279 -2.79420 2.17464 -1.7041 -0.2985 0.6606
H -2.15317 -4.01092 2.55003 0.4424 0.9708 0.8425
H -2.42678 -2.20451 2.65696 -0.5516 0.4938 0.5252
H -2.58296 -2.64163 -3.31361 0.5250 0.2319 0.1509
H -1.91032 -1.27762 -2.22239 2.0239 0.4780 0.0227
H -3.46571 -1.12820 -2.85833 0.4229 -0.7317 -0.1181
Cl -3.96093 1.26904 2.60886 -0.3035 -0.0222 0.7011
C -2.23839 1.53387 2.23572 -0.2255 -0.3035 -1.0202
C -1.34245 0.80953 3.22162 -0.4003 -1.4027 -1.1812
Cl 0.40179 0.90739 2.64287 -0.5816 -0.0076 0.7373
H -2.09580 2.58609 2.08399 0.3047 0.4667 0.5175
H -2.21218 1.09985 1.23755 0.6105 -0.0867 0.1909
H -1.58741 -0.27251 3.14802 0.2748 0.6858 0.0632
H -1.45890 1.06952 4.25655 0.4297 0.6670 0.3293
```
Positions in Å, forces in eV/Å.

2S+1   1
Kohn-Sham gap   8.1290 eV
LUMO level   1.71 eV
E_HOMO   -6.4172 eV
Charge   -1


Question: Number 3 is which compound?
Answer: C23H37Cl2F5NaO27P2S